[1]
C5H13NO | ωB97M-V with the def2-TZVPD basis set

Summary:
- orbital gap (eV) = 10.1
- HOMO energy (eV) = -9.2
- energy relative to the best compared isomer or geometry (same formula, charge and spin) (eV) = 1.2607
- energy (eV) = -8932.750
- LUMO (eV) = 0.9

```
! RIJCOSX wB97M-V def2-TZVPD def2/J DEFGRID3
* xyz 0 1
H 1.06 0.87 -1.95
C 0.80 0.79 0.18
H 1.88 0.59 0.20
H 0.79 1.87 0.37
O -1.50 1.28 2.46
H -0.61 -1.43 -0.79
C -1.36 0.22 1.46
H -0.63 1.18 -1.33
C 0.16 0.05 1.34
H -0.50 -1.02 -2.49
H -2.42 1.53 2.58
H 0.56 0.43 2.28
H -1.84 -0.70 1.80
H 2.06 -1.26 -1.18
H -1.86 0.66 0.61
C 0.01 -0.90 -1.52
H 0.38 -1.03 1.28
H 1.50 -1.97 -2.50
N 1.24 -1.72 -1.55
C 0.28 0.57 -1.24
*
```



[2]
C4H16N2O2 | ωB97M-V with the def2-TZVPD basis set

Summary:
- orbital gap (spin up / spin down) (eV) = 3.7 / 8.4
- HOMO energy (spin up / spin down) (eV) = -6.4 / -11.1
- energy relative to the best compared isomer or geometry (same formula, charge and spin) (eV) = 3.2476
- energy (eV) = -11471.812
- <S²> = 0.753
- LUMO (spin up / spin down) (eV) = -2.7 / -2.7

```
! RIJCOSX wB97M-V def2-TZVPD def2/J DEFGRID3
* xyz 1 2
H -2.87 1.69 0.44
N -3.35 0.06 1.72
N 1.42 -0.16 -1.92
H 4.37 0.63 1.74
H 2.96 -1.58 0.55
O 2.31 -0.90 0.32
O 3.46 0.37 2.17
H -1.56 -1.08 0.06
C -2.58 0.70 0.57
H 2.54 -0.11 1.06
C -1.62 0.01 -0.06
C -0.02 -0.48 -1.95
H -3.35 -0.98 1.71
H -0.21 1.38 -0.69
H 1.57 0.88 -2.01
H -1.54 0.95 -1.90
H 3.66 0.38 3.13
H 1.93 -0.65 -2.70
H -0.52 -0.52 -2.95
H -3.02 0.38 2.62
C -0.88 0.64 -1.16
H -4.32 0.17 1.62
H -0.26 -1.49 -1.41
H 1.89 -0.30 -0.92
*
```



[3]
CH7N2P3 | ωB97M-V with the def2-TZVPD basis set

Summary:
- orbital gap (spin up / spin down) (eV) = 6.5 / 7.7
- HOMO energy (spin up / spin down) (eV) = -7.2 / -8.7
- energy relative to the best compared isomer or geometry (same formula, charge and spin) (eV) = 2.7278
- energy (eV) = -31992.959
- LUMO (spin up / spin down) (eV) = -0.8 / -1.0

```
! RIJCOSX wB97M-V def2-TZVPD def2/J DEFGRID3
* xyz 0 1
H -0.16 -1.26 1.27
C 1.48 1.47 -0.65
H 1.92 1.73 -1.58
P -1.08 -0.28 -0.38
H -0.28 -2.87 -1.51
P 0.77 -2.65 -0.35
N -1.61 0.54 0.93
N -0.23 -1.51 0.29
P -2.49 1.89 1.01
H 1.55 0.52 -0.15
H 1.57 -1.81 -1.29
H -2.50 1.98 2.55
H 1.05 2.24 -0.15
*
```



[4]
C42H31IrN7O5PSSe | ωB97M-V with the def2-TZVPD basis set

Summary:
- orbital gap (spin up / spin down) (eV) = 7.4 / 6.3
- HOMO energy (spin up / spin down) (eV) = -10.8 / -10.8
- energy relative to the best compared isomer or geometry (same formula, charge and spin) (eV) = 1.8303
- energy (eV) = -153029.389
- <S²> = 0.796
- LUMO (spin up / spin down) (eV) = -3.4 / -4.5

```
! RIJCOSX wB97M-V def2-TZVPD def2/J DEFGRID3
* xyz 1 2
H 1.12 -2.02 1.51
H 1.02 -3.51 2.44
C -1.55 -2.70 -2.68
H 2.44 -5.04 -2.66
Ir -0.73 -0.29 -1.39
O -1.57 2.10 -4.47
H 5.24 -0.40 1.59
S -1.00 1.57 -3.29
C -1.27 -1.52 2.65
C 0.54 3.96 -3.39
C -0.79 4.54 2.99
C -3.64 -3.42 -3.56
C -1.34 -1.62 1.14
C 0.56 -4.01 -2.79
C 4.04 -0.11 3.35
H 0.99 1.35 3.44
H -1.84 1.63 0.67
H -2.89 4.80 3.33
C 2.89 4.46 -3.27
C -3.43 -1.44 -2.23
H 0.87 -2.09 5.20
N 0.41 -1.95 -1.57
H -3.17 -0.72 5.32
C -1.06 -1.27 6.93
C -0.21 2.75 1.49
C -1.14 -1.37 5.43
C 2.86 0.38 3.88
C -2.27 -3.63 -3.42
Se -0.82 -6.87 -5.09
P 1.08 1.91 0.58
C -4.22 -2.33 -2.94
C 1.09 -2.42 2.53
C 0.17 3.80 2.33
C 2.20 1.09 1.68
C -2.30 -1.04 4.75
N -2.12 -1.63 -2.12
H -0.50 5.36 3.63
H 2.03 -2.18 3.02
C 3.11 4.74 -1.85
H -5.28 -2.15 -3.02
N -2.09 -5.68 -4.72
C -2.14 4.22 2.82
O -1.62 -2.63 0.53
H -0.54 -0.36 7.23
C 0.18 5.05 -2.44
H 1.22 4.06 2.46
H 3.59 0.68 0.09
H -3.48 0.05 1.91
C 0.92 2.26 -1.60
C 2.41 -3.23 -1.49
N 0.42 -6.02 -4.15
N 0.63 1.13 -0.81
H 2.03 -1.35 -0.47
C -1.54 -4.77 -3.96
C -3.66 -0.74 2.64
H 3.79 4.62 -3.87
C -1.55 2.44 1.32
H -3.83 -0.56 -1.75
C 1.65 -2.13 -1.12
O -1.01 -0.49 0.58
H 3.41 -3.33 -1.11
H 2.98 4.45 0.22
C 1.92 0.99 3.04
C -0.04 -1.80 4.69
O -0.40 0.19 -3.41
N -0.09 5.89 -1.71
C 3.39 0.59 1.15
O -1.92 1.43 -2.10
N 1.89 4.07 -3.95
H 3.90 5.45 -1.67
C 2.59 4.10 -0.73
H -3.56 2.94 1.85
H 4.77 -0.57 4.01
C -0.14 -2.89 -2.37
C -2.39 -1.10 3.36
C 1.74 3.03 -0.67
H -0.15 4.05 -4.23
C -0.14 -4.96 -3.65
H -4.06 -1.60 2.11
H -4.23 -4.12 -4.13
C 0.32 2.61 -2.76
H -2.05 -1.26 7.38
C 4.31 -0.02 1.99
C -2.51 3.18 1.99
H 2.65 0.30 4.93
H -0.51 -2.11 7.35
C 1.87 -4.17 -2.34
H -4.42 -0.39 3.34
C -0.09 -1.88 3.30
*
```



[5]
C3H7N3O | ωB97M-V with the def2-TZVPD basis set

Summary:
- orbital gap (eV) = 9.9
- HOMO energy (eV) = -9.3
- energy relative to the best compared isomer or geometry (same formula, charge and spin) (eV) = 0.2742
- energy (eV) = -9742.759
- LUMO (eV) = 0.6

```
! RIJCOSX wB97M-V def2-TZVPD def2/J DEFGRID3
* xyz 0 1
H -0.17 -0.83 -0.80
N 0.03 0.92 1.79
H -2.03 -1.23 0.44
O 1.23 2.06 -0.51
H 1.72 1.30 -2.81
N 0.26 -0.03 -0.31
H -1.65 -1.14 2.16
H -0.33 0.80 2.72
C -1.21 -1.20 1.17
N 1.10 0.69 -2.31
H 1.08 -0.27 -2.63
H -0.64 -2.12 1.11
C 0.88 1.02 -1.00
C -0.26 0.02 0.97
*
```



[6]
C5H13NO2 | ωB97M-V with the def2-TZVPD basis set

Summary:
- orbital gap (eV) = 10.6
- HOMO energy (eV) = -9.7
- energy relative to the best compared isomer or geometry (same formula, charge and spin) (eV) = 4.8605
- energy (eV) = -10977.018
- LUMO (eV) = 0.9

```
! RIJCOSX wB97M-V def2-TZVPD def2/J DEFGRID3
* xyz 0 1
H -2.59 1.51 -0.19
H -1.42 -1.47 -0.47
H 1.89 0.43 -1.71
H -0.38 -1.06 -1.82
C 1.94 -0.02 -0.72
N 0.27 -0.92 1.82
H 1.72 -1.08 -0.78
H 2.96 0.10 -0.34
H 1.52 -2.37 1.89
C -1.14 -0.67 -1.16
H -2.05 0.64 1.25
C -0.65 0.57 -0.41
C 0.98 0.70 0.21
O 0.88 -2.06 1.23
H -0.57 -0.70 1.08
H -1.34 2.20 0.85
C -1.73 1.27 0.43
O 1.01 0.26 1.54
H -2.02 -0.41 -1.76
H 1.19 1.77 0.29
H -0.45 1.29 -1.22
*
```



> The lowest energy relative to the best compared isomer or geometry (same formula, charge and spin) belongs to which entry?

C3H7N3O



> The highest energy belongs to which entry?

C5H13NO